Computed, not measured: a molecular structure, C18H53O9Sr at a distorted geometry, with ωB97M-V/def2-TZVPD.

For the LUMO energy, the calculation gives -4.755 eV. The value obtained for the total energy is -1425.12510 Ha. The frontier orbital gap is 7.01 eV. For the relative energy (zero: lowest compared OMol25 entry of this formula, charge and spin), the calculation gives 307.09 kJ/mol.

The geometry in ORCA input format:
```
! wB97M-V def2-TZVPD RIJCOSX def2/J DEFGRID3
* xyz 1 1
H 14.826 4.037 -4.476
H 8.157 2.995 -8.741
H 8.049 0.982 -3.721
H 11.545 10.493 -5.220
C 10.324 -0.106 -1.665
O 10.921 6.177 -4.533
H 15.212 2.842 -6.802
H 11.261 -0.547 -1.325
O 13.591 6.745 -3.650
O 6.517 2.840 -2.486
C 10.928 9.878 -5.873
H 7.534 4.312 -4.798
H 9.478 -0.581 -1.168
H 10.595 1.937 -2.293
H 5.032 2.082 -3.574
H 6.314 6.870 -5.332
H 11.562 9.259 -6.507
H 6.419 6.163 -3.203
C 8.738 2.222 -8.238
H 14.782 3.924 -8.984
H 13.377 4.409 -9.838
O 16.844 3.317 -5.695
O 10.154 8.970 -5.079
H 11.136 1.474 -0.604
H 13.683 2.620 -4.847
H 14.812 8.377 -3.652
C 13.989 7.999 -4.259
H 8.070 6.860 -5.521
H 10.385 0.903 -8.528
H 10.515 8.096 -5.245
H 11.659 5.612 -7.244
C 10.392 1.357 -1.392
O 9.192 1.762 -0.840
H 9.310 3.977 -3.519
H 9.878 11.637 -6.047
C 10.759 4.865 -5.034
C 7.100 1.309 -4.146
C 15.644 2.587 -5.834
H 12.828 6.370 -4.096
C 14.473 7.647 -5.692
H 13.159 8.698 -4.154
H 15.262 6.899 -5.604
H 12.573 3.932 -7.644
H 10.664 2.567 -9.116
H 7.415 2.501 -2.508
C 7.120 4.952 -5.577
H 16.679 4.155 -5.257
C 10.270 3.827 -4.013
H 10.082 -0.335 -2.703
H 13.885 4.958 -6.956
H 6.075 4.658 -5.681
H 5.825 1.007 -2.452
C 14.702 2.978 -4.703
H 16.022 1.576 -5.685
C 6.010 1.764 -3.214
C 10.106 10.815 -6.725
C 9.938 1.759 -9.034
C 14.101 4.766 -9.105
H 14.542 5.705 -9.438
O 7.940 1.096 -7.948
H 15.006 2.502 -3.771
H 7.478 2.138 -4.746
H 11.119 3.794 -3.330
H 9.284 2.686 -0.597
H 7.609 4.870 -6.548
H 9.263 10.425 -7.296
H 6.735 0.524 -4.807
H 9.736 1.428 -10.053
H 10.108 2.869 -4.506
Sr 9.544 7.364 -2.687
O 12.309 5.862 -7.904
H 11.758 4.491 -5.260
C 13.209 4.804 -7.798
C 7.233 6.371 -5.023
H 14.932 8.533 -6.131
H 10.237 4.873 -5.991
O 7.222 6.499 -3.608
H 7.238 1.051 -8.601
H 13.617 7.176 -6.175
H 9.110 2.660 -7.312
H 10.723 11.327 -7.464
*
```